Computed, not measured: the ion C5H6N with charge +1, with ωB97M-V/def2-TZVPD.

Values from the calculation:
* SMILES string: C1=CCC=[NH+]C=1
* electronic energy: -6760.817 eV
* M: 80.11 g/mol
* net charge: +1
* highest occupied orbital energy (spin up / spin down): -13.58 / -13.58 eV
* energy above the lowest of the compared OMol25 structures with the same formula, charge and spin: 4.360 eV
* HOMO-LUMO gap (spin up / spin down): 7.877 / 7.876 eV

Each line ends with the Mulliken charge.
Element x y z (Å)
1 C 1.41483 0.54726 0.06297  -0.02
2 C 0.51774 1.48299 -0.13745  -0.30
3 C -0.91163 0.88038 0.16234  -0.35
4 C -0.92907 -0.61399 -0.03678  0.02
5 N 0.14246 -1.37834 -0.17425  -0.07
6 C 1.41872 -0.78553 0.15881  -0.34
7 H 0.54150 2.32156 -0.77944  0.36
8 H -1.32751 1.07619 1.17566  0.32
9 H -1.36487 1.56790 -0.61352  0.30
10 H -1.97866 -1.02923 -0.07166  0.37
11 H 0.23818 -2.47974 -0.21794  0.39
12 H 2.23832 -1.58943 0.47126  0.32